A 5-piece molecular cluster, C23H49BrNO14P overall. Source: OMol25; level of theory: the ωB97M-V functional and the def2-TZVPD basis.

Summary:
HOMO energy = -8.84 eV
gap between HOMO and LUMO = 9.4118 eV
E_LUMO = 0.57 eV
net charge = 0
electronic energy = -4929.29278 Eh
structure (SMILES) = COC[C@@H](NCCCBr)P(C)O.CCOC(=O)OC.CCOC(=O)OC.CCOC(=O)OC.CCOC(=O)OC

Last column: Löwdin charge in e.
CARTESIAN COORDINATES (ANGSTROEM)
C -0.642 3.107 -1.576  -0.088
O 0.112 2.197 -2.353  -0.208
C 1.404 2.657 -2.700  -0.228
C 2.385 2.691 -1.522  -0.499
N 3.024 1.408 -1.204  -0.056
C 2.159 0.399 -0.550  -0.207
C 2.466 0.205 0.931  -0.267
C 2.339 1.466 1.785  -0.599
Br 0.888 1.348 3.089  0.601
P 3.778 3.876 -1.868  0.896
C 4.535 3.949 -0.204  -0.280
O 2.947 5.326 -1.906  -0.352
H -0.339 4.141 -1.763  0.076
H -1.690 3.012 -1.856  0.086
H -0.550 2.896 -0.506  0.089
H 1.775 1.954 -3.449  0.129
H 1.344 3.643 -3.179  0.109
H 1.840 3.044 -0.641  0.095
H 3.336 1.020 -2.088  0.099
H 2.344 -0.562 -1.032  0.116
H 1.101 0.619 -0.709  0.114
H 1.792 -0.562 1.308  0.074
H 3.485 -0.173 1.022  0.109
H 2.114 2.351 1.205  0.012
H 3.228 1.659 2.374  0.052
H 5.204 3.098 -0.084  0.033
H 3.806 3.933 0.608  0.029
H 5.119 4.866 -0.140  0.034
H 2.247 5.313 -1.234  0.030
C -2.003 -0.143 -3.214  -0.058
C -3.414 -0.680 -3.277  -0.196
O -3.432 -2.099 -3.535  0.042
C -3.056 -2.859 -2.516  -0.610
O -2.792 -2.476 -1.404  0.112
O -3.019 -4.128 -2.926  0.011
C -2.524 -5.043 -1.944  -0.033
H -1.464 -0.377 -4.133  0.089
H -2.010 0.938 -3.091  0.061
H -1.461 -0.576 -2.375  0.075
H -3.974 -0.251 -4.105  0.123
H -3.952 -0.488 -2.348  0.124
H -3.086 -4.958 -1.017  0.093
H -1.470 -4.844 -1.753  0.092
H -2.645 -6.037 -2.364  0.096
C 4.320 -4.538 1.863  -0.062
C 3.660 -5.210 0.680  -0.209
O 2.255 -5.429 0.907  0.032
C 1.478 -4.357 0.742  -0.608
O 1.844 -3.273 0.358  0.112
O 0.223 -4.709 0.997  0.000
C -0.737 -3.645 0.885  -0.026
H 4.150 -5.115 2.772  0.080
H 5.395 -4.468 1.694  0.081
H 3.928 -3.532 2.008  0.073
H 4.064 -6.207 0.520  0.122
H 3.788 -4.629 -0.233  0.121
H -0.668 -3.153 -0.080  0.078
H -0.589 -2.921 1.684  0.104
H -1.712 -4.109 0.993  0.087
C 0.867 7.900 -0.678  -0.062
C 0.150 7.430 -1.923  -0.209
O -1.275 7.361 -1.727  0.034
C -1.917 8.527 -1.791  -0.613
O -1.426 9.595 -2.053  0.125
O -3.214 8.298 -1.587  0.004
C -4.038 9.467 -1.654  -0.036
H 0.598 7.275 0.177  0.084
H 1.945 7.843 -0.830  0.077
H 0.606 8.930 -0.444  0.078
H 0.434 6.411 -2.177  0.092
H 0.372 8.065 -2.779  0.129
H -3.888 9.990 -2.596  0.096
H -3.811 10.137 -0.827  0.098
H -5.060 9.109 -1.578  0.093
C 0.071 -6.457 5.043  -0.060
C -0.600 -7.122 3.863  -0.198
O -1.978 -7.448 4.143  0.039
C -2.830 -6.430 4.058  -0.613
O -2.547 -5.293 3.776  0.116
O -4.056 -6.882 4.322  0.005
C -5.077 -5.880 4.279  -0.038
H -0.016 -7.081 5.934  0.081
H 1.130 -6.310 4.826  0.077
H -0.375 -5.486 5.249  0.076
H -0.141 -8.083 3.642  0.124
H -0.553 -6.497 2.971  0.110
H -5.064 -5.357 3.325  0.094
H -4.940 -5.163 5.087  0.098
H -6.015 -6.413 4.406  0.093

Atomic forces in eV per Å
0.04 -0.02 0.03
-0.10 0.07 -0.13
0.10 -0.14 0.10
0.10 -0.02 -0.11
-0.36 -0.03 -0.07
0.09 -0.02 -0.03
-0.04 0.13 -0.08
0.00 -0.09 0.03
-0.06 0.02 -0.01
0.10 0.15 -0.14
-0.05 -0.09 0.02
-0.29 -0.39 0.23
0.01 0.04 -0.02
-0.02 -0.06 0.01
0.03 0.02 0.03
0.03 0.03 -0.03
-0.08 0.06 0.06
0.05 0.06 0.05
0.16 0.00 0.10
-0.05 -0.03 -0.02
-0.02 0.09 0.06
0.10 -0.12 0.02
0.03 -0.05 0.02
0.01 0.05 -0.03
0.03 0.01 0.03
0.02 -0.02 0.02
-0.07 0.04 0.02
0.05 0.01 -0.03
0.18 0.26 -0.07
0.05 -0.14 -0.07
-0.03 0.13 0.13
0.01 -0.03 -0.10
-0.02 -0.03 -0.03
0.01 -0.06 0.06
0.00 0.01 0.02
0.00 -0.07 0.03
-0.01 0.04 -0.02
-0.02 0.04 -0.01
-0.01 0.06 0.00
0.00 -0.03 -0.03
0.00 -0.01 0.00
0.00 0.02 0.00
0.00 -0.03 0.05
-0.01 0.03 -0.07
-0.06 0.01 0.04
0.11 -0.01 -0.04
-0.02 0.06 0.15
-0.04 -0.12 -0.47
0.03 0.07 0.19
0.01 0.00 0.14
-0.13 0.10 0.05
0.03 -0.01 -0.01
0.00 0.00 0.00
0.00 0.01 -0.02
-0.04 -0.01 0.01
-0.03 0.03 0.02
0.05 0.00 0.00
0.04 0.01 -0.01
0.03 -0.05 0.05
-0.05 0.02 0.09
0.14 -0.05 -0.05
0.00 0.02 0.15
-0.07 -0.08 -0.47
0.03 0.02 0.19
0.03 0.01 0.11
-0.04 0.01 0.02
0.02 -0.02 -0.01
0.00 0.00 -0.02
0.01 0.01 -0.03
-0.04 -0.01 -0.04
-0.06 0.05 0.03
0.02 0.00 0.00
0.01 0.02 -0.02
0.01 -0.02 0.01
-0.07 0.00 0.05
0.12 0.01 -0.08
-0.06 0.02 0.02
0.11 -0.07 -0.06
-0.06 0.08 -0.03
0.02 0.00 0.01
-0.04 0.00 0.01
0.03 -0.01 -0.01
0.01 -0.01 -0.01
0.00 0.01 -0.02
-0.04 -0.02 0.01
-0.02 0.02 0.02
0.01 0.01 0.00
0.02 0.02 -0.02
0.01 -0.01 0.01

***

C20H24N2O5PRuTe as an isolated structure. Source: OMol25; level of theory: the ωB97M-V functional and the def2-TZVPD basis.

Summary:
HOMO energy (spin up / spin down) = -11.03 / -11.14 eV
expectation value of S² = 6.020
gap between HOMO and LUMO (spin up / spin down) = 8.2229 / 6.2631 eV
E_LUMO (spin up / spin down) = -2.80 / -4.88 eV
spin multiplicity = 5
energy relative to the best compared isomer or geometry (same formula, charge and spin) = 13.8 kJ/mol
net charge = +1
electronic energy = -1966.36595 Eh

Last column: Mulliken spin population.
CARTESIAN COORDINATES (ANGSTROEM)
Ru 1.055 0.718 0.749  2.549
O 1.941 0.801 -0.962  0.113
C 2.925 0.099 -1.487  0.032
C 3.440 0.512 -2.727  0.024
C 4.453 -0.199 -3.325  -0.009
C 4.996 -1.344 -2.724  0.020
C 4.503 -1.757 -1.514  -0.012
C 3.465 -1.052 -0.870  0.000
C 2.995 -1.548 0.387  -0.003
N 2.087 -1.001 1.117  -0.036
C 1.625 -1.645 2.351  0.011
C 1.444 -0.558 3.398  0.006
N 0.697 0.535 2.768  0.004
C -0.159 1.216 3.440  0.011
C -0.928 2.322 2.946  -0.032
C -1.858 2.911 3.824  -0.018
C -2.612 3.992 3.443  0.024
C -2.435 4.525 2.162  0.000
C -1.526 3.981 1.283  0.024
C -0.764 2.865 1.655  0.033
O 0.104 2.386 0.774  0.189
H 3.020 1.395 -3.187  0.000
H 4.838 0.134 -4.280  0.000
H 5.792 -1.888 -3.210  0.001
H 4.908 -2.638 -1.030  -0.001
H 3.437 -2.477 0.746  0.001
H 2.333 -2.407 2.678  -0.005
H 0.660 -2.111 2.137  0.004
H 2.414 -0.175 3.720  -0.001
H 0.906 -0.935 4.268  -0.001
H -0.320 0.942 4.483  0.002
H -1.969 2.493 4.817  -0.001
H -3.326 4.433 4.123  0.001
H -3.018 5.383 1.854  0.000
H -1.378 4.402 0.298  -0.002
C -5.024 -0.709 -1.564  0.005
C -4.013 -0.885 -0.464  0.013
O -2.750 -1.335 -1.052  0.022
P -1.405 -0.584 -0.735  -0.024
O -1.084 -0.408 0.714  0.061
Te -1.616 1.543 -1.879  0.989
O -0.287 -1.472 -1.388  -0.016
C -0.091 -1.705 -2.810  0.011
C -0.883 -2.899 -3.278  0.001
H -5.991 -0.446 -1.135  0.001
H -5.141 -1.629 -2.135  -0.001
H -4.728 0.092 -2.242  0.005
H -4.297 -1.661 0.244  0.001
H -3.836 0.042 0.084  0.003
H 0.983 -1.857 -2.912  0.001
H -0.353 -0.790 -3.345  -0.001
H -0.635 -3.780 -2.687  0.000
H -0.641 -3.110 -4.320  0.000
H -1.955 -2.720 -3.203  0.001

Atomic forces in eV per Å
0.08 -0.20 0.67
0.00 0.07 -0.12
-0.09 -0.04 -0.07
0.02 -0.08 0.04
0.00 0.02 -0.03
0.00 -0.03 0.03
0.00 0.02 -0.03
0.01 -0.03 0.05
-0.08 0.03 -0.08
-0.06 0.11 -0.04
0.03 0.02 -0.01
-0.04 0.00 -0.01
-0.05 0.03 -0.18
0.00 0.01 -0.07
-0.01 0.00 0.04
-0.03 0.03 -0.02
0.01 -0.03 0.03
0.00 0.02 -0.04
-0.02 -0.03 0.09
0.00 0.03 -0.05
-0.01 0.17 -0.05
-0.01 0.01 0.01
0.00 0.00 0.00
0.00 -0.01 0.00
0.01 -0.01 -0.01
0.02 0.00 -0.02
-0.02 0.01 0.03
0.01 -0.01 0.01
0.01 -0.02 -0.02
0.03 -0.01 0.01
0.00 0.01 0.00
0.00 0.00 0.01
0.00 0.00 0.01
0.00 0.00 0.00
0.02 -0.01 -0.01
-0.05 0.02 -0.02
0.12 -0.03 0.02
0.00 -0.09 0.07
-0.04 0.04 0.00
0.14 -0.01 -0.19
0.03 0.09 -0.02
0.04 -0.10 -0.05
-0.01 0.09 0.05
-0.01 -0.05 -0.02
0.00 0.00 0.02
0.01 -0.01 0.00
0.01 -0.01 0.00
-0.03 0.01 0.00
-0.04 0.00 0.00
-0.01 -0.02 0.00
-0.01 -0.03 -0.03
0.00 0.00 0.00
0.00 0.02 -0.01
0.00 0.00 0.01

***

A 6-piece molecular cluster, C24H34BrN2O10S overall. Source: OMol25; level of theory: the ωB97M-V functional and the def2-TZVPD basis.

Summary:
HOMO energy = -11.56 eV
gap between HOMO and LUMO = 6.3448 eV
E_LUMO = -5.22 eV
energy relative to the best compared isomer or geometry (same formula, charge and spin) = 0.0 kJ/mol
net charge = +1
electronic energy = -4768.80974 Eh

Last column: Löwdin charge in e.
CARTESIAN COORDINATES (ANGSTROEM)
S -0.669 -1.829 -2.722  0.870
C -2.087 -0.898 -2.234  -0.571
C -3.338 -1.484 -2.165  -0.001
C -4.460 -0.753 -1.770  -0.064
N -4.396 0.507 -1.446  0.126
N -3.202 1.062 -1.535  0.026
C -2.062 0.481 -1.898  -0.656
Br -0.560 1.548 -1.901  1.004
H -0.431 -2.471 -1.568  -0.087
H -3.454 -2.527 -2.413  0.130
H -5.432 -1.209 -1.713  0.133
H -3.171 2.044 -1.287  0.158
O 1.164 -3.932 -1.610  0.031
C 1.847 -4.411 -0.736  -0.489
O 3.155 -4.196 -0.654  0.045
C 3.733 -5.002 0.407  -0.120
C 2.569 -5.306 1.340  -0.138
C 1.396 -5.349 0.364  -0.069
H 4.152 -5.900 -0.048  0.131
H 4.528 -4.439 0.881  0.114
H 2.711 -6.220 1.910  0.123
H 2.439 -4.487 2.048  0.112
H 1.261 -6.339 -0.074  0.135
H 0.454 -5.015 0.791  0.123
O -6.867 1.126 4.808  0.147
C -6.896 1.075 3.620  -0.478
O -5.971 0.376 2.898  0.018
C -6.186 0.568 1.498  -0.191
C -7.648 0.984 1.359  -0.150
C -7.879 1.736 2.670  -0.069
H -5.501 1.346 1.148  0.108
H -5.956 -0.364 0.984  0.106
H -7.844 1.570 0.463  0.114
H -8.280 0.096 1.328  0.120
H -7.617 2.792 2.591  0.132
H -8.892 1.645 3.051  0.129
O 4.585 -2.954 3.283  0.110
C 4.376 -1.833 2.917  -0.488
O 4.330 -0.789 3.769  0.031
C 3.947 0.410 3.063  -0.143
C 4.307 0.147 1.607  -0.159
C 4.109 -1.353 1.501  -0.089
H 2.873 0.552 3.206  0.123
H 4.474 1.255 3.498  0.125
H 3.710 0.717 0.905  0.090
H 5.356 0.394 1.438  0.127
H 3.080 -1.609 1.238  0.127
H 4.785 -1.825 0.796  0.124
O 1.971 3.576 0.518  0.122
C 0.974 4.222 0.636  -0.504
O 0.429 4.914 -0.399  -0.002
C -0.712 5.668 0.052  -0.152
C -1.182 4.964 1.321  -0.151
C 0.132 4.421 1.882  -0.068
H -0.392 6.693 0.243  0.131
H -1.455 5.675 -0.742  0.121
H -1.722 5.622 1.997  0.119
H -1.843 4.133 1.062  0.104
H 0.637 5.146 2.521  0.137
H 0.021 3.484 2.419  0.125
O 3.496 0.002 -1.318  0.117
C 3.645 0.027 -2.508  -0.476
O 4.628 -0.622 -3.156  0.044
C 4.560 -0.337 -4.571  -0.135
C 3.116 0.095 -4.826  -0.141
C 2.768 0.758 -3.497  -0.091
H 5.276 0.456 -4.792  0.129
H 4.846 -1.234 -5.113  0.127
H 3.008 0.737 -5.697  0.117
H 2.489 -0.786 -4.975  0.116
H 3.038 1.815 -3.471  0.138
H 1.733 0.632 -3.191  0.041

Atomic forces in eV per Å
0.34 0.28 -0.41
-0.42 0.02 0.43
0.46 -0.02 -0.08
0.05 -0.08 0.00
-0.06 0.45 0.03
0.04 0.00 -0.01
0.07 -0.58 -0.17
0.06 0.06 0.11
-0.14 -0.03 0.11
0.06 -0.15 -0.07
-0.23 -0.03 0.04
-0.12 0.10 0.04
-0.13 0.30 0.02
-0.18 -0.33 -0.03
0.21 0.04 0.01
0.02 -0.10 0.15
-0.08 0.04 -0.04
0.19 0.13 0.22
-0.04 -0.01 -0.04
0.02 0.17 -0.01
0.03 -0.04 -0.04
0.08 0.01 0.03
-0.07 0.00 -0.04
-0.08 -0.07 -0.09
0.05 -0.04 0.06
-0.12 0.14 0.02
0.07 -0.05 -0.06
-0.07 0.02 -0.04
-0.04 0.07 0.09
0.05 -0.28 -0.24
-0.02 0.02 -0.03
0.05 -0.03 0.07
0.05 0.03 0.01
0.00 -0.01 -0.01
-0.04 0.04 0.04
0.01 0.11 0.10
0.00 -0.16 0.04
-0.09 -0.03 -0.27
0.00 0.08 0.09
-0.01 0.01 -0.10
0.01 0.21 0.05
0.14 0.13 0.16
-0.01 0.01 -0.01
0.04 -0.07 0.10
-0.04 0.04 0.04
0.00 0.01 0.00
0.01 -0.07 -0.06
-0.09 -0.16 -0.05
-0.03 -0.12 -0.16
0.08 0.03 0.25
-0.12 -0.08 -0.05
-0.04 0.05 0.06
0.11 -0.04 0.04
-0.31 0.06 -0.23
0.00 0.01 0.02
0.07 0.00 -0.07
0.03 0.03 -0.01
-0.02 0.01 0.01
0.03 -0.03 0.05
0.15 0.01 0.08
0.18 -0.18 -0.15
-0.23 0.07 0.20
0.02 0.01 -0.02
-0.05 0.01 -0.11
0.04 -0.03 0.13
-0.05 -0.13 -0.26
-0.01 0.01 0.01
0.04 -0.05 0.09
0.08 0.03 0.02
0.02 -0.01 -0.01
-0.06 0.03 0.02
0.04 0.10 -0.06

***

A 2-piece molecular cluster, CHN3O2 overall. Source: OMol25; level of theory: the ωB97M-V functional and the def2-TZVPD basis.

Summary:
HOMO energy = -11.20 eV
gap between HOMO and LUMO = 11.8719 eV
E_LUMO = 0.68 eV
energy relative to the best compared isomer or geometry (same formula, charge and spin) = 119.7 kJ/mol
net charge = 0
electronic energy = -353.38756 Eh
structure (SMILES) = N#[N+][O-].N=C=O

Last column: natural (NBO) charge in e.
CARTESIAN COORDINATES (ANGSTROEM)
C 0.898 -0.861 -0.150  0.854
N -1.799 1.361 -0.524  -0.097
N -1.566 0.610 0.248  0.442
N 1.119 0.280 0.015  -0.802
O 0.554 -1.940 -0.204  -0.487
O -1.209 -0.208 0.963  -0.339
H 2.003 0.759 -0.349  0.430

Atomic forces in eV per Å
0.23 -1.11 -0.09
-0.88 1.68 -1.23
-0.03 0.86 -1.27
3.49 5.32 -0.65
-0.76 -3.28 -0.45
-0.05 -2.39 2.89
-2.01 -1.07 0.80

***

One molecule with the formula CH4OS2. Source: OMol25; level of theory: the ωB97M-V functional and the def2-TZVPD basis.

Summary:
HOMO energy = -9.49 eV
gap between HOMO and LUMO = 9.9757 eV
E_LUMO = 0.49 eV
energy relative to the best compared isomer or geometry (same formula, charge and spin) = 86.0 kJ/mol
net charge = 0
electronic energy = -912.05880 Eh

Last column: natural (NBO) charge in e.
CARTESIAN COORDINATES (ANGSTROEM)
C 2.140 -0.297 -0.040  0.252
H 0.132 0.833 0.063  0.136
H 2.644 -1.277 -0.080  0.122
H -2.990 -0.795 -0.172  0.160
H -2.960 1.102 0.297  0.148
O 2.719 0.755 -0.045  -0.534
S 0.376 -0.489 0.032  -0.007
S -2.062 0.170 -0.055  -0.278

Atomic forces in eV per Å
-0.12 -0.04 -0.06
0.65 -0.27 0.00
0.21 0.00 0.00
0.02 0.12 0.01
-0.19 -0.02 0.03
-0.05 -0.21 0.02
2.17 0.16 0.16
-2.68 0.25 -0.16

***

A 2-piece molecular cluster, C4H12 overall. Source: OMol25; level of theory: the ωB97M-V functional and the def2-TZVPD basis.

Summary:
HOMO energy = -11.68 eV
gap between HOMO and LUMO = 12.8121 eV
E_LUMO = 1.13 eV
energy relative to the best compared isomer or geometry (same formula, charge and spin) = 29.8 kJ/mol
net charge = 0
electronic energy = -159.57361 Eh
structure (SMILES) = CC.CC

Last column: natural (NBO) charge in e.
CARTESIAN COORDINATES (ANGSTROEM)
C -1.508 0.321 -1.945  -0.614
C -0.235 -0.231 -2.560  -0.615
H -1.609 1.405 -2.043  0.205
H -2.443 -0.085 -2.330  0.207
H -1.527 0.103 -0.870  0.202
H 0.151 -1.042 -1.935  0.202
H 0.585 0.481 -2.591  0.208
H -0.372 -0.659 -3.548  0.206
C 1.272 -0.066 1.566  -0.617
C 0.477 0.023 2.885  -0.614
H 1.927 0.795 1.468  0.209
H 1.893 -0.967 1.527  0.203
H 0.589 -0.255 0.735  0.205
H -0.591 0.190 2.722  0.203
H 0.784 0.887 3.471  0.204
H 0.607 -0.900 3.449  0.206

Atomic forces in eV per Å
-0.38 0.43 0.63
0.28 -0.64 0.28
0.16 -0.05 -0.07
0.18 -0.28 -0.26
0.02 0.17 -0.11
-0.09 -0.08 -0.11
-0.10 0.29 -0.12
-0.05 0.16 -0.21
-0.26 -0.78 0.31
-0.03 0.05 -0.25
-0.20 0.03 -0.56
0.18 0.21 0.35
0.13 0.72 -0.21
0.06 -0.23 -0.13
0.26 -0.20 0.21
-0.14 0.20 0.25